Entry 1:
Computed, not measured: a molecular structure, C21H23BrClN3O2PRe, with wB97M-V/def2-TZVPD.

Electronic energy (eV): -124679.876
ΔE to the lowest compared entry with this formula, charge and spin (kJ/mol): 258.9

Structure (ORCA input):
```
! RIJCOSX wB97M-V def2-TZVPD def2/J DEFGRID3
* xyz 2 1
Cl -0.476 1.573 2.940
H 3.210 2.726 -1.621
N 4.233 -1.012 -1.155
C 5.087 -0.771 -0.001
H 1.089 -5.664 3.203
H -5.445 0.593 -0.511
O -1.606 -1.120 0.971
H 0.675 3.495 2.192
C -2.027 -5.099 1.995
C 0.261 -5.142 2.748
O 0.517 -1.065 1.473
C -2.178 1.248 -2.481
H 2.626 1.424 -2.687
C 2.856 -0.951 -0.872
C -0.647 -3.135 1.748
C -4.528 0.778 -1.053
P 2.390 0.807 -0.292
H 4.731 -1.368 0.844
H 3.622 0.433 1.827
C -2.108 0.944 -1.098
H 2.254 -1.181 -1.757
H -3.273 0.458 0.653
H -2.676 -3.237 1.129
H -2.976 -5.592 1.862
C -0.145 2.868 1.830
N 4.543 1.174 -1.930
N 5.053 0.638 0.348
H -3.438 1.581 -4.158
Br 2.120 -3.026 2.479
C 0.417 -3.838 2.312
C 5.419 1.448 -0.800
C 3.209 1.646 -1.787
C -0.940 0.925 -0.393
C -4.578 1.108 -2.405
Re 0.402 1.051 0.923
H 4.022 -0.441 -3.163
C -0.598 -1.702 1.361
H 6.112 -1.060 -0.238
C 3.800 1.033 0.928
C -1.866 -3.790 1.582
H -5.534 1.187 -2.900
H 3.856 2.089 1.215
H -1.044 3.447 1.611
C -3.398 1.335 -3.109
H -1.090 -6.779 2.940
H 5.694 -0.452 -2.541
H 2.592 -1.626 -0.053
C 4.652 -0.222 -2.298
H 5.370 2.505 -0.532
H -1.261 1.404 -3.025
C -0.967 -5.765 2.594
C -3.326 0.703 -0.394
H 6.447 1.207 -1.081
*
```


Entry 2:
Computed, not measured: 2 unconnected molecules or ions with the total composition C3H11NO2, with wB97M-V/def2-TZVPD.

Electronic energy (eV): -8863.628
ΔE to the lowest compared entry with this formula, charge and spin (kJ/mol): 239.6

Structure (ORCA input):
```
! RIJCOSX wB97M-V def2-TZVPD def2/J DEFGRID3
* xyz 1 2
H -0.631 -0.091 0.671
H 2.625 0.654 -2.393
O 1.884 0.261 -1.884
N 3.370 -1.130 -0.818
C 2.056 -1.035 -1.422
O -3.576 1.234 1.755
H -2.237 0.111 -0.205
C -1.720 -0.158 0.716
H -1.544 1.678 1.998
H 1.979 -1.758 -2.238
H 3.483 -0.517 -0.001
H -1.955 -1.188 0.978
C -2.198 0.835 1.788
H 4.194 -1.037 -1.411
H -2.161 0.233 2.700
H 1.216 -1.340 -0.797
H -3.766 1.337 0.814
*
```


Entry 3:
Computed, not measured: a molecular structure, C3H10N3, with wB97M-V/def2-TZVPD.

Electronic energy (eV): -7734.260
ΔE to the lowest compared entry with this formula, charge and spin (kJ/mol): 386.4

Structure (ORCA input):
```
! RIJCOSX wB97M-V def2-TZVPD def2/J DEFGRID3
* xyz 1 1
N 2.484 1.252 0.279
H 2.488 2.329 0.309
H -2.490 0.400 0.293
C 1.914 0.661 -0.683
C -1.966 -0.536 0.402
C -0.681 -0.008 0.947
H -2.514 -1.774 -1.169
N -1.672 -1.206 -0.871
N 0.230 0.019 0.050
H -0.580 0.250 1.966
H 1.165 1.300 -1.253
H -0.961 -1.850 -0.707
H -0.140 -0.241 -0.868
H 3.097 0.823 1.040
H -2.563 -0.940 1.189
H 2.190 -0.480 -0.922
*
```


Entry 4:
Computed, not measured: 2 unconnected molecules or ions with the total composition H3NO2S, with wB97M-V/def2-TZVPD.

Electronic energy (eV): -16468.255
ΔE to the lowest compared entry with this formula, charge and spin (kJ/mol): 41.1

Structure (ORCA input):
```
! RIJCOSX wB97M-V def2-TZVPD def2/J DEFGRID3
* xyz 0 1
H 0.968 -0.206 -0.009
S -2.860 0.082 0.156
H 0.037 -1.267 0.704
O -3.322 1.414 -0.025
O -3.848 -0.927 -0.246
N 0.036 -0.346 0.176
H -0.341 -0.471 -0.779
*
```


Entry 5:
Computed, not measured: 2 unconnected molecules or ions with the total composition C7H17N, with wB97M-V/def2-TZVPD.

Electronic energy (eV): -9022.712
ΔE to the lowest compared entry with this formula, charge and spin (kJ/mol): 66.7

Structure (ORCA input):
```
! RIJCOSX wB97M-V def2-TZVPD def2/J DEFGRID3
* xyz -1 2
H 1.848 3.714 -1.358
H 0.865 -2.312 -0.620
H 1.913 -1.066 1.392
C 0.388 2.363 -0.657
H -2.095 -3.033 -0.378
H 0.627 0.113 1.571
C 0.926 -0.889 1.860
H -2.706 3.517 -0.213
C -0.138 -2.144 -0.165
H -1.079 -1.612 1.694
H -1.729 2.151 0.658
N -0.782 3.191 -0.896
H -0.538 -1.218 -0.606
H -0.839 -4.250 -0.070
H 0.035 1.311 -0.802
H 1.083 -0.900 2.949
H -0.976 -3.473 -1.674
H 2.449 2.029 -1.391
H 0.731 2.444 0.395
C -1.790 2.928 -0.136
C -0.071 -1.943 1.367
H 1.266 2.634 -2.621
C 1.559 2.670 -1.559
C -1.050 -3.299 -0.571
H 0.103 -2.924 1.832
*
```


Entry 6:
Computed, not measured: a molecular structure, C18H19AsAuF5N4S2, with wB97M-V/def2-TZVPD.

Electronic energy (eV): -124704.814
ΔE to the lowest compared entry with this formula, charge and spin (kJ/mol): 68.2

Structure (ORCA input):
```
! RIJCOSX wB97M-V def2-TZVPD def2/J DEFGRID3
* xyz 2 3
H 6.391 20.187 11.004
C 6.767 15.645 12.487
C 5.971 17.080 9.481
N 4.645 9.208 13.581
C 4.783 17.349 8.809
C 9.904 11.135 5.944
H 3.210 18.657 8.467
C 7.595 10.677 7.509
As 6.240 14.703 10.901
C 4.143 18.557 8.954
H 4.111 20.489 9.623
H 4.332 16.591 8.191
H 7.684 9.231 11.017
H 7.342 6.618 14.492
C 8.837 10.400 5.459
H 3.852 13.820 10.559
H 8.452 9.668 12.339
C 7.652 7.325 13.739
C 5.369 10.037 12.834
C 4.290 14.715 10.955
F 10.982 11.423 5.195
C 6.473 8.151 13.433
H 3.982 15.473 10.180
H 7.764 15.911 9.124
C 4.724 19.599 9.650
N 7.626 9.798 11.826
F 8.963 9.840 4.231
F 10.797 12.437 7.544
H 3.701 9.366 13.954
C 9.778 11.620 7.243
S 8.668 12.480 9.473
C 5.917 19.401 10.398
H 7.852 6.676 12.867
S 4.906 11.612 12.337
F 6.658 10.433 8.441
Au 6.771 12.219 10.939
N 6.532 9.323 12.633
H 6.341 15.198 13.364
C 8.645 11.467 8.049
H 6.321 15.120 8.541
H 7.527 17.884 10.658
F 6.754 9.301 5.789
C 6.673 15.765 9.328
H 8.501 8.023 13.972
H 7.834 15.881 12.621
N 5.329 8.140 14.035
C 7.670 10.061 6.259
H 6.335 16.596 12.411
H 3.877 15.062 11.991
C 6.566 18.134 10.251
*
```